[1]
The following is a quantum chemistry calculation of C20H30N4O3S in the gas phase, from OMol25.

Atoms and positions in Å:
1 S 1.35274 -2.13171 1.88204
2 O 0.81028 1.84381 -2.18856
3 O 2.31359 0.85075 2.32427
4 O -3.27892 -0.04857 -2.44861
5 N 0.86929 1.51348 0.70558
6 N -1.35563 0.26549 1.73953
7 N -1.25951 0.94490 -2.25176
8 N -2.35498 0.11801 -0.37683
9 C -4.47256 1.33958 1.46169
10 C 1.24579 -4.70768 0.80460
11 C 1.62612 0.58129 1.35649
12 C 1.01652 2.91715 1.06289
13 C -4.72370 0.28046 0.39110
14 C 4.28426 3.96462 -0.75766
15 C 3.11968 -3.50759 -2.33817
16 C -0.11101 1.35672 -1.56756
17 C -3.49983 -0.61536 0.14573
18 C 1.38132 -3.24571 0.55503
19 C 3.37011 3.15097 0.14834
20 C 1.53679 -2.60106 -0.64057
21 C 1.65263 -3.28038 -1.97040
22 C -5.91329 -0.59522 0.77509
23 C -2.36045 0.31618 -1.75195
24 C -0.19634 1.12963 -0.15148
25 C 1.61848 -1.19750 -0.48722
26 C 1.93939 3.68016 0.11174
27 C 1.52099 -0.78461 0.80864
28 C -1.30650 0.53030 0.40635
29 H 0.02274 3.37632 1.07089
30 H 3.64839 -2.55850 -2.38203
31 H -3.20922 -1.15824 1.04564
32 H 3.74394 3.17478 1.17424
33 H 1.18398 -2.65426 -2.73261
34 H -4.31174 0.87799 2.43587
35 H -6.79711 0.01772 0.92983
36 H -4.94850 0.78394 -0.55382
37 H 3.37272 2.11060 -0.18090
38 H 1.06868 -4.89451 1.86031
39 H 1.76714 -0.52203 -1.31088
40 H 4.30914 5.00607 -0.44246
41 H -2.24686 0.15894 2.18978
42 H 3.60564 -4.13552 -1.59493
43 H -3.76848 -1.34520 -0.62322
44 H 0.41519 -5.12058 0.23170
45 H -5.70836 -1.13989 1.69492
46 H 1.13020 -4.23834 -1.94583
47 H -5.34022 1.98942 1.54613
48 H -3.61628 1.96212 1.20989
49 H 1.92803 4.73281 0.40403
50 H 5.29820 3.57282 -0.72910
51 H 3.92712 3.92417 -1.78410
52 H -0.61572 0.65761 2.29909
53 H 2.15273 -5.23428 0.50758
54 H -6.12862 -1.31336 -0.01135
55 H 1.43638 2.94124 2.07344
56 H 1.55796 3.60004 -0.90623
57 H -1.24986 1.08234 -3.25649
58 H 3.19691 -3.99375 -3.30778

Properties
HOMO energy in eV: -8.2
SMILES string: CCCCN(C(=O)c1cc(CC)c(C)s1)c1c(N)n(CC(C)C)c(=O)[nH]c1=O
Net charge: 0
HOMO-LUMO gap in eV: 8.6
Relative energy (zero: lowest compared OMol25 entry of this formula, charge and spin) in kcal per mole: 1.9

---

[2]
The following is a quantum chemistry calculation of a molecular structure, C20H30O32S7 in a non-equilibrium geometry, from OMol25.

Atoms and positions in Å:
1 S 3.26021 3.76887 21.94876
2 S 8.05189 3.94545 23.07446
3 S 8.00264 3.47912 15.72560
4 S 6.84354 0.19965 25.03330
5 S 5.97896 -6.97835 14.70039
6 S 10.70293 -2.60064 18.69892
7 S 2.35570 2.27120 15.47178
8 O 9.62158 -3.63665 18.07084
9 O 8.62079 1.96338 16.13849
10 O 3.63964 4.98256 22.68354
11 O 6.85613 4.47308 23.83387
12 O 2.90015 3.24995 16.36604
13 O 1.29744 -0.66178 19.44772
14 O 2.79587 2.55389 22.75887
15 O 6.99858 -0.56067 23.53446
16 O 2.15524 4.09462 20.77006
17 O 4.24722 3.09825 20.74930
18 O 4.99217 -7.27857 13.61338
19 O 9.61668 -1.68114 19.49015
20 O 6.52971 2.81044 15.55082
21 O 11.21263 -1.87143 17.52606
22 O 7.98982 4.43213 16.89578
23 O 1.22483 -2.43205 17.11187
24 O 5.74130 -0.09814 19.05682
25 O 5.19988 0.38972 24.81975
26 O 3.06180 2.41408 13.98969
27 O 7.16110 -7.84458 15.00417
28 O 5.12579 -6.76621 16.17214
29 O 11.56727 -3.35983 19.58110
30 O 3.07882 0.82289 15.70416
31 O 8.49676 3.81393 14.44671
32 O 0.85929 2.19643 15.39862
33 O 7.11142 -0.76293 26.12991
34 O 5.81081 -1.71663 16.62741
35 O 9.34429 3.95698 23.81514
36 O 6.35963 -5.41229 14.62925
37 O 8.13694 4.68930 21.58745
38 O 7.72017 2.49734 22.23803
39 O 7.58836 1.45545 24.93482
40 C 8.32808 -3.29996 18.44574
41 C 4.79397 -1.64566 17.31718
42 C 4.75480 -0.74904 18.66016
43 C 4.88046 0.37947 23.41327
44 C 2.31412 -1.85864 17.57039
45 C 3.09925 1.18146 13.35342
46 C 3.53657 -0.68585 19.41639
47 C 7.74874 1.29677 16.97378
48 C 2.03749 3.19877 19.78420
49 C 4.89784 -5.39693 16.58461
50 C 7.32022 2.68193 20.89085
51 C 2.36355 -1.05202 18.85451
52 C 3.52911 2.88036 19.56157
53 C 3.05744 0.06919 14.50902
54 C 6.34273 1.78221 16.64923
55 C 5.86750 -0.66425 22.87304
56 C 7.26143 4.10125 20.57922
57 C 5.60049 -4.61926 15.53647
58 C 8.48112 -2.43710 19.68525
59 C 3.45128 -2.13715 16.88827
60 H 7.60666 -1.79168 19.76806
61 H 3.27911 -2.58678 15.92153
62 H 3.81586 -5.34237 16.70473
63 H 4.88844 -4.03269 14.95594
64 H 6.41488 -3.97537 15.86856
65 H 1.53397 2.23377 19.84198
66 H 3.56891 -0.31558 20.43042
67 H 3.85026 0.04666 23.28666
68 H 5.13916 1.33681 22.96086
69 H 3.76067 1.89244 19.16346
70 H 5.94107 -0.56334 21.79022
71 H 3.87764 -0.64870 14.50522
72 H 7.85817 0.22273 16.82354
73 H 6.39923 2.12360 20.72306
74 H 7.82308 -4.15720 18.89096
75 H 5.71926 0.99208 16.23081
76 H 2.22526 0.93569 12.75023
77 H 8.07888 2.15229 20.31464
78 H 7.90504 -2.77618 17.58854
79 H 7.55288 4.20399 19.53394
80 H 5.77163 2.29553 17.42283
81 H 3.98208 3.48295 18.77429
82 H 3.94414 1.04769 12.67786
83 H 6.24379 4.45441 20.74594
84 H 5.35799 -5.33320 17.57067
85 H 7.98427 1.48722 18.02085
86 H 2.04494 -0.32051 14.61427
87 H 1.67216 3.64049 18.85710
88 H 5.63138 -1.72828 22.85937
89 H 8.50658 -2.94286 20.65048

Properties
HOMO energy in eV: -2.5
Net charge: -2
HOMO-LUMO gap in eV: 6.1
Relative energy (zero: lowest compared OMol25 entry of this formula, charge and spin) in kcal per mole: 113.7

---

[3]
The following is a quantum chemistry calculation of a molecular structure, C20H31AsF3IO9P in a non-equilibrium geometry, from OMol25.

Atoms and positions in Å:
1 I 2.27349 -0.41050 4.07580
2 As -0.11648 -0.75953 1.11594
3 P 2.03886 -1.49784 1.83209
4 F -2.63894 2.18307 4.28330
5 F -3.37131 1.04686 6.01875
6 F -4.74285 1.75093 4.41737
7 O -2.50046 -0.51785 -4.74180
8 O -3.46525 0.29667 2.55613
9 O -0.24774 8.12177 3.32196
10 O -0.80527 -1.53975 -3.65650
11 O -0.68408 0.65349 -4.15182
12 O -1.83186 7.48575 4.79515
13 O 2.67939 -1.63004 -1.39669
14 O 1.93244 -3.13741 2.15788
15 O -1.31123 6.15034 3.07689
16 C 1.68433 -0.58881 -1.42061
17 C 5.89427 -4.11179 -2.39996
18 C 2.39947 -2.65341 -2.30667
19 C 3.61968 -3.50904 -2.58540
20 C 4.86877 -3.23469 -2.09606
21 C -2.05669 -0.28280 0.64805
22 C -3.52004 1.25625 4.70664
23 C -1.05052 7.32809 3.69252
24 C -2.99885 -0.79930 1.73620
25 C -2.81627 6.45009 4.78046
26 C 3.41792 -4.62177 -3.37865
27 C 2.29967 0.69204 -0.86164
28 C -1.28107 -0.56775 -4.13640
29 C 4.44039 -5.48588 -3.67252
30 C 0.31319 -1.01204 -0.86101
31 C -3.28305 -0.03464 3.91805
32 C -2.16035 5.38373 3.93798
33 C 5.69968 -5.22883 -3.15996
34 C -1.44986 1.50450 -5.00066
35 C -2.81395 0.85477 -4.97365
36 H 5.04728 -2.35597 -1.48635
37 H 2.74965 -3.38032 2.60955
38 H -1.00445 1.50200 -5.99834
39 H -3.43430 1.21903 -4.15210
40 H -2.18608 0.80675 0.57997
41 H -3.89477 -1.25751 1.28407
42 H 2.89088 0.54642 0.04467
43 H 4.21804 -6.35381 -4.28726
44 H 1.52099 1.44928 -0.73645
45 H -4.01826 -0.80920 4.18046
46 H 1.52771 -0.38802 -2.49870
47 H 1.98495 -2.31254 -3.26908
48 H -2.87502 4.80201 3.36169
49 H -1.54550 4.70316 4.52811
50 H -0.62427 -2.27609 1.23269
51 H 1.65339 -3.33651 -1.86326
52 H -2.51380 -1.60047 2.31667
53 H -3.35768 0.97481 -5.90847
54 H -1.45897 2.52324 -4.61953
55 H -3.03884 6.11198 5.78993
56 H 6.89120 -3.92253 -2.00616
57 H 0.31867 0.76598 1.12502
58 H 2.98953 1.09994 -1.61660
59 H -3.73061 6.83967 4.32699
60 H -2.38349 -0.73006 -0.30088
61 H -0.51505 -0.57698 2.64555
62 H -2.24719 -0.34355 4.11680
63 H 6.52455 -5.90205 -3.37637
64 H 0.11288 -2.06574 -1.08952
65 H -0.43759 -0.45594 -1.43067
66 H 2.42073 -4.81167 -3.77361

Properties
HOMO energy in eV: -3.5
Net charge: -1
HOMO-LUMO gap in eV: 5.7

---

[4]
The following is a quantum chemistry calculation of a molecular structure, C20H31Br2CeF9N4O7S3Si in a non-equilibrium geometry, from OMol25.

Atoms and positions in Å:
1 Ce 0.36531 -0.52627 -0.37092
2 Br -4.78249 -0.79306 -2.36262
3 Br -4.10170 0.76841 0.26665
4 S -2.22169 -2.60563 1.38112
5 S -0.33398 1.29025 -2.67399
6 S -0.94298 -3.64474 -0.66735
7 Si -1.22713 2.33574 2.04657
8 F -0.38224 -4.97937 -2.84255
9 F -2.23055 -4.53694 3.20716
10 F -0.33906 -3.59921 3.03816
11 F -1.91891 -2.54941 3.99033
12 F -2.61180 -4.81230 -2.44408
13 F 4.42673 -1.74669 2.17983
14 F 3.92474 -3.26590 0.45896
15 F 5.20104 -1.56269 0.14908
16 F -1.31190 -6.09939 -1.29927
17 O -3.53220 -2.20027 1.80753
18 O -0.81279 -2.42939 -1.50509
19 O -0.49960 1.41854 0.74222
20 O 0.26301 -4.01655 -0.01470
21 O 2.63639 -1.17393 -0.70963
22 O 2.17358 -0.73228 1.39014
23 O -1.19171 -1.65540 1.04138
24 N -2.25401 -3.67194 0.21072
25 N 1.17562 -0.79454 -2.96559
26 N 0.46498 2.27571 1.59300
27 N 1.05821 0.69280 -4.78005
28 C -0.38430 0.41097 4.00504
29 C 2.27042 3.79575 1.86995
30 C 1.35808 3.08097 0.84939
31 C 2.26882 2.11010 0.02134
32 C -1.38421 -4.94545 -1.91645
33 C 0.70840 4.04652 -0.16207
34 C 2.45382 -2.92106 -3.18097
35 C -1.45572 1.47304 3.66083
36 C 0.71055 0.38078 -3.52165
37 C 4.14307 -2.00332 0.87841
38 C -2.85048 0.80359 3.72339
39 C -1.37373 2.67322 4.59089
40 C 1.73181 -0.14801 -5.63740
41 C 1.87575 -1.59411 -3.69293
42 C 2.17798 0.42229 -6.95679
43 C -5.32366 -0.39645 -0.63663
44 C 2.90018 -1.21741 0.50532
45 C 2.07364 -1.35772 -5.10654
46 C -2.39707 3.76418 1.70759
47 C -1.66049 -3.43284 3.08259
48 H -6.30216 0.08285 -0.68641
49 H -0.46257 3.27827 4.47730
50 H 2.72453 1.38515 0.64696
51 H 0.57320 0.92978 4.14110
52 H -2.81626 -0.17199 3.24552
53 H 0.55254 1.51001 -5.11427
54 H -3.69449 1.41685 3.36568
55 H -5.26382 -1.33715 -0.08553
56 H -3.27653 3.65954 2.33254
57 H 2.99266 1.14882 -6.79565
58 H -3.19454 0.56929 4.74614
59 H 3.55644 -2.87265 -3.29776
60 H 2.06037 -3.70327 -3.83683
61 H 1.52259 4.38364 -0.76774
62 H 3.13099 2.57119 -0.49946
63 H 1.66056 1.66377 -0.79947
64 H 0.18754 4.86698 0.31613
65 H 3.21161 3.24073 2.05541
66 H 2.45251 -0.39794 -7.58330
67 H 2.23478 -3.15084 -2.15628
68 H 0.05380 3.36068 -0.70459
69 H -1.30002 2.35811 5.60838
70 H 1.42118 0.99051 -7.42910
71 H -2.17121 3.39587 4.50971
72 H -0.37019 -0.32299 3.17046
73 H 2.62765 4.78092 1.52571
74 H -0.72827 -0.11430 4.94062
75 H -2.73351 3.79309 0.65876
76 H 1.80925 3.81069 2.83028
77 H -1.91779 4.69129 1.89181
78 H 2.62147 -2.14754 -5.65644

Properties
HOMO energy (alpha / beta) in eV: -11.8 / -11.8
⟨S²⟩: 0.751
Net charge: +1
HOMO-LUMO gap (alpha / beta) in eV: 8.7 / 8.7
2S+1: 2

---

[5]
The following is a quantum chemistry calculation of a molecular structure, C20H31BrN3O4PRhS4, from OMol25.

Atoms and positions in Å:
1 Rh 0.51453 0.19166 1.85735
2 Br 3.89925 -1.78816 6.02372
3 S 1.81764 4.86363 2.99831
4 S -1.33281 1.94861 2.47060
5 S 2.04498 2.08090 2.05372
6 S -1.08692 4.74486 3.35928
7 P -0.46063 -0.15964 -1.44139
8 O 0.36005 6.89685 3.82098
9 O 3.08970 -3.16115 1.17618
10 O 1.35342 -2.53285 2.29030
11 O 2.60213 -1.06354 1.30256
12 N 2.35643 -2.26926 1.59358
13 N 0.64445 -0.16073 4.13353
14 N -0.24562 -0.16600 0.10153
15 C 1.86591 -0.39754 4.61385
16 C 1.15524 -2.45660 5.61116
17 C 0.43681 -2.78151 -1.21172
18 C -0.32717 -1.04373 4.39611
19 C -3.13711 0.30472 -0.80203
20 C 0.97219 0.68052 -2.35788
21 C -2.08503 0.72746 -1.84087
22 C 2.20655 -0.22228 -2.21023
23 C -0.32724 3.26349 2.78971
24 C 1.05469 3.32168 2.61959
25 C -0.59559 -1.95743 -1.99973
26 C -1.87401 2.23489 -1.64653
27 C 1.32631 1.97761 -1.60897
28 C -2.63872 0.49110 -3.24703
29 C 2.14741 -1.52483 5.36178
30 C 0.36454 5.74635 3.46956
31 C -0.43777 -2.20800 -3.49998
32 C -1.96422 -2.49416 -1.55697
33 C 0.75754 0.99538 -3.83924
34 C -0.11450 -2.20098 5.12318
35 H 0.32952 -2.60798 -0.14138
36 H 1.26308 1.83806 -0.53061
37 H -2.78979 -2.11190 -2.15820
38 H -1.30856 -0.79247 4.00785
39 H -0.92154 -2.90279 5.27668
40 H -1.40621 2.44928 -0.68490
41 H -3.93652 1.04915 -0.79375
42 H -1.95325 -3.58105 -1.66878
43 H 0.47637 0.12199 -4.42610
44 H -2.14815 -2.26586 -0.50732
45 H 0.57098 -2.00039 -3.85452
46 H 2.14239 -1.13262 -2.80299
47 H -2.69887 0.26062 0.19438
48 H -3.58613 -0.65912 -1.03190
49 H -3.53393 1.10699 -3.37342
50 H -2.93419 -0.54561 -3.41065
51 H 1.37670 -3.35914 6.16254
52 H 0.69705 2.81675 -1.88871
53 H 2.63072 0.32988 4.37024
54 H -1.93551 0.77302 -4.02830
55 H -1.13931 -1.62709 -4.09884
56 H 2.35662 2.24714 -1.85112
57 H 0.00554 1.76860 -3.99090
58 H 3.07549 0.33561 -2.56811
59 H -0.63690 -3.26591 -3.69491
60 H -2.85269 2.72146 -1.65866
61 H -1.28157 2.67738 -2.44401
62 H 0.24788 -3.84003 -1.40876
63 H 1.69734 1.37679 -4.24904
64 H 1.46560 -2.57719 -1.48416
65 H 2.38543 -0.48489 -1.16569

Properties
HOMO energy (alpha / beta) in eV: -4.3 / -4.6
⟨S²⟩: 6.033
Net charge: -1
HOMO-LUMO gap (alpha / beta) in eV: 6.8 / 5.7
Relative energy (zero: lowest compared OMol25 entry of this formula, charge and spin) in kcal per mole: 6.5
2S+1: 5

---

[6]
The following is a quantum chemistry calculation of C20H31BrNO6P in the gas phase in a non-equilibrium geometry, from OMol25.

Atoms and positions in Å:
1 Br 5.00452 1.28601 -3.76232
2 P 3.75342 -0.49032 -3.08447
3 O 4.19940 -1.48690 3.44547
4 O 4.58377 -1.88478 -3.39702
5 O -3.02538 1.66540 0.34656
6 O 0.47263 1.70605 -0.26891
7 O 2.74686 0.50232 -0.89488
8 O 2.90041 -1.40903 1.79749
9 N 3.33556 -0.84623 2.98193
10 C -4.00893 -2.24139 1.16432
11 C -4.68837 -1.57746 0.17520
12 C -5.27249 0.44202 -1.22451
13 C 1.56052 1.87397 0.62245
14 C -3.42068 0.34801 0.57922
15 C -1.88028 1.70093 -0.52215
16 C 3.74017 -0.44235 -1.19689
17 C -0.68483 2.42153 0.13508
18 C 5.17160 -0.04817 -0.70298
19 C -4.45854 1.18735 -2.30169
20 C -2.74615 -0.31555 1.56868
21 C 2.51399 0.67260 0.48497
22 C -3.03207 -1.62278 1.90348
23 C 5.76321 -2.28129 0.23981
24 C 2.34583 3.17167 0.19527
25 C -4.44164 -0.25484 -0.14730
26 C -6.25229 -0.51490 -1.94638
27 C 1.90391 -0.56165 1.18278
28 C -2.27871 -2.27915 3.03057
29 C 5.65558 -0.93280 0.43289
30 H -1.56940 -1.59580 3.50824
31 H 3.52561 -1.46571 -0.85132
32 H -2.98727 -2.56522 3.82029
33 H 5.91674 -0.48330 1.39665
34 H -6.99811 -0.83121 -1.20449
35 H -1.73959 -3.18697 2.74098
36 H -5.89892 1.18759 -0.71289
37 H 3.31734 2.87039 -0.19941
38 H 1.76358 3.66079 -0.58790
39 H 5.01632 -2.14803 -2.56447
40 H -2.07108 2.16377 -1.49279
41 H -0.64789 3.46950 -0.20590
42 H -5.44341 -2.15492 -0.34602
43 H -4.04863 2.11071 -1.89616
44 H 5.91268 -0.17059 -1.51326
45 H -0.79283 2.46568 1.22865
46 H 5.19260 1.01453 -0.43684
47 H -6.75241 0.01531 -2.75701
48 H -4.26896 -3.28065 1.36096
49 H -5.17127 1.49944 -3.07740
50 H -1.55423 0.67137 -0.70039
51 H 5.13809 -3.00580 0.76842
52 H -1.94954 0.16149 2.13664
53 H 1.23328 1.97340 1.66644
54 H 1.29465 -1.17973 0.52219
55 H 3.41169 0.95645 1.05943
56 H -5.74549 -1.42555 -2.28056
57 H 6.45443 -2.71814 -0.49299
58 H -3.71597 0.56172 -2.80631
59 H 1.29624 -0.18948 2.01591
60 H 2.42079 3.83076 1.06463

Properties
HOMO energy in eV: -8.4
SMILES string: C=CC[C@@H](O[C@H](CON=O)[C@@H](C)OCCOc1cc(C)ccc1C(C)C)P(O)Br
Net charge: 0
HOMO-LUMO gap in eV: 8.2